1.
A cluster of 3 separate species, C28H63N4O6 in total in a non-equilibrium geometry, computed with the ωB97M-V functional and the def2-TZVPD basis.

Structure (ORCA input):
```
! RIJCOSX wB97M-V def2-TZVPD def2/J DEFGRID3
* xyz 0 2
C -1.579 3.061 -2.444
C -0.347 2.344 -1.823
C 0.814 3.305 -1.354
C 0.884 3.619 0.167
C -0.184 4.598 0.777
C -0.474 5.718 -0.274
C -1.103 7.028 0.248
O -2.528 6.889 0.389
C -0.904 8.099 -0.895
N -1.199 9.469 -0.423
C 0.481 5.235 2.052
C -0.371 5.260 3.359
C 0.691 5.302 4.545
C -1.220 6.565 3.558
N -1.122 4.013 3.552
O -1.617 3.884 4.725
C -2.056 3.668 2.476
C -3.460 4.385 2.595
C -2.407 2.132 2.714
C -1.509 3.782 1.020
H -2.216 2.313 -2.956
H -2.232 3.554 -1.693
H -1.289 3.844 -3.168
H 0.081 1.707 -2.628
H -0.630 1.624 -1.026
H 1.755 2.757 -1.589
H 0.835 4.184 -2.028
H 1.889 4.068 0.349
H 0.904 2.655 0.725
H -1.099 5.381 -1.127
H 0.504 5.993 -0.733
H -0.628 7.479 1.135
H -2.910 7.764 0.325
H 0.186 8.074 -1.129
H -1.444 7.809 -1.817
H -0.533 10.139 -0.787
H -2.084 9.727 -0.854
H 0.901 6.245 1.871
H 1.369 4.611 2.296
H 1.672 5.603 4.113
H 0.841 4.313 5.003
H 0.437 6.094 5.272
H -2.051 6.671 2.841
H -1.514 6.656 4.616
H -0.522 7.408 3.352
H -3.790 4.481 3.643
H -3.509 5.328 2.024
H -4.173 3.687 2.104
H -1.542 1.674 3.226
H -2.697 1.624 1.780
H -3.258 2.085 3.423
H -1.331 2.754 0.655
H -2.332 4.179 0.393
C 0.569 -2.583 2.578
O 1.788 -3.030 2.012
C 1.624 -4.089 1.069
C 1.958 -3.612 -0.337
N 0.948 -2.678 -0.831
C 1.332 -1.987 -2.061
C 2.539 -1.048 -2.001
O 2.334 0.107 -1.201
C 2.595 -0.078 0.181
H 0.809 -1.890 3.383
H -0.041 -2.053 1.839
H -0.001 -3.418 2.996
H 0.622 -4.525 1.116
H 2.335 -4.871 1.349
H 2.008 -4.471 -1.005
H 2.950 -3.145 -0.302
H 0.768 -1.982 -0.120
H 0.466 -1.393 -2.367
H 1.497 -2.730 -2.847
H 2.709 -0.675 -3.015
H 3.463 -1.561 -1.711
H 3.383 -0.813 0.361
H 1.683 -0.365 0.710
H 2.917 0.881 0.591
C -2.276 -9.769 -2.410
O -1.053 -10.353 -1.992
C -0.169 -10.652 -3.069
C 1.056 -9.751 -3.024
N 0.709 -8.372 -3.361
C 1.776 -7.410 -3.092
C 2.208 -7.215 -1.636
O 1.218 -6.616 -0.813
C 0.280 -7.524 -0.257
H -2.935 -9.719 -1.544
H -2.122 -8.752 -2.784
H -2.759 -10.377 -3.180
H -0.672 -10.592 -4.038
H 0.157 -11.687 -2.930
H 1.799 -10.118 -3.737
H 1.482 -9.822 -2.016
H -0.106 -8.099 -2.828
H 1.426 -6.444 -3.466
H 2.652 -7.679 -3.690
H 3.048 -6.513 -1.640
H 2.588 -8.135 -1.179
H 0.717 -8.507 -0.066
H -0.595 -7.618 -0.903
H -0.064 -7.110 0.693
*
```

Results
- HOMO-LUMO gap (spin up / spin down) (eV) = 8.78 / 9.04
- electronic energy (a.u.) = -1774.89992
- HOMO level (spin up / spin down) (eV) = -8.11 / -8.52


2.
A structure of composition C28H65BO17S, computed with the ωB97M-V functional and the def2-TZVPD basis.

Structure (ORCA input):
```
! RIJCOSX wB97M-V def2-TZVPD def2/J DEFGRID3
* xyz 0 1
C 5.917 0.799 -0.641
C 4.931 0.213 -1.666
B 3.676 1.114 -1.919
O 3.837 2.451 -2.059
C 2.209 0.487 -1.970
C 1.352 0.653 -0.725
O 0.076 0.138 -1.185
S -0.184 0.808 -2.608
O -0.701 -0.180 -3.487
O -0.850 2.054 -2.446
O 1.341 1.114 -2.961
H 6.584 0.029 -0.250
H 6.540 1.574 -1.089
H 5.400 1.250 0.209
H 5.441 0.109 -2.634
H 4.634 -0.802 -1.387
H 3.028 2.963 -2.147
H 2.230 -0.585 -2.204
H 1.190 1.715 -0.509
H 1.693 0.127 0.161
C -3.908 -1.274 -3.577
O -4.228 -0.610 -2.374
C -4.422 0.775 -2.595
C -4.732 1.481 -1.295
O -6.066 1.316 -0.832
C -6.313 0.088 -0.163
C -5.777 0.069 1.253
O -4.384 -0.170 1.217
C -3.750 -0.019 2.461
H -2.973 -0.877 -3.984
H -3.787 -2.332 -3.355
H -4.696 -1.152 -4.330
H -5.245 0.923 -3.308
H -3.514 1.223 -3.023
H -4.604 2.553 -1.458
H -4.021 1.158 -0.532
H -5.892 -0.752 -0.721
H -7.398 -0.022 -0.126
H -6.284 -0.715 1.833
H -5.981 1.037 1.732
H -3.860 1.002 2.848
H -2.693 -0.219 2.297
H -4.139 -0.723 3.207
C -2.199 6.683 -0.065
O -1.343 6.311 0.991
C -1.062 4.927 0.977
C -0.020 4.568 2.015
O 1.321 4.791 1.607
C 1.768 6.137 1.692
C 2.200 6.543 3.084
O 1.076 6.866 3.876
C 1.425 7.097 5.220
H -3.153 6.145 -0.011
H -2.388 7.750 0.027
H -1.742 6.479 -1.040
H -0.726 4.617 -0.022
H -1.978 4.365 1.212
H -0.096 3.492 2.187
H -0.251 5.085 2.950
H 1.006 6.827 1.322
H 2.641 6.197 1.039
H 2.870 7.412 3.013
H 2.763 5.718 3.543
H 1.859 6.201 5.680
H 0.516 7.367 5.753
H 2.148 7.916 5.310
C 0.350 -9.274 -6.324
O 0.010 -8.077 -5.665
C -0.846 -8.304 -4.564
C -1.063 -7.023 -3.787
O 0.005 -6.708 -2.906
C 1.123 -6.064 -3.496
C 0.928 -4.575 -3.689
O 0.175 -4.320 -4.855
C -0.171 -2.955 -4.961
H -0.543 -9.793 -6.694
H 0.984 -9.015 -7.169
H 0.895 -9.955 -5.660
H -0.412 -9.061 -3.897
H -1.818 -8.678 -4.917
H -1.937 -7.163 -3.149
H -1.261 -6.199 -4.476
H 1.391 -6.529 -4.447
H 1.945 -6.208 -2.792
H 1.914 -4.090 -3.768
H 0.416 -4.163 -2.808
H -0.802 -2.637 -4.126
H -0.716 -2.827 -5.894
H 0.721 -2.318 -4.980
C 0.014 -1.668 1.727
O 0.852 -1.018 2.656
C 0.325 0.231 3.059
C 1.136 0.807 4.199
O 0.798 0.259 5.463
C 1.393 -0.993 5.772
C 2.810 -0.875 6.290
O 3.718 -0.710 5.219
C 5.023 -0.441 5.671
H -0.149 -1.051 0.834
H 0.503 -2.595 1.435
H -0.962 -1.904 2.167
H -0.716 0.112 3.385
H 0.341 0.929 2.207
H 0.904 1.871 4.271
H 2.203 0.694 3.991
H 1.366 -1.666 4.912
H 0.780 -1.418 6.569
H 3.063 -1.784 6.856
H 2.874 -0.019 6.975
H 5.064 0.497 6.238
H 5.665 -0.357 4.796
H 5.399 -1.248 6.312
*
```

Results
- HOMO-LUMO gap (eV) = 9.46
- electronic energy (a.u.) = -2807.78010
- HOMO level (eV) = -9.17